Here is the molecule C11H12N2O2 in a non-equilibrium geometry from the OMol25 dataset. Energies are from ωB97M-V/def2-TZVPD.

Atoms and positions in Å:
C: 2.27 0.35 0.33
H: 2.96 2.46 0.84
H: 3.92 -2.42 -0.24
C: 1.76 -2.19 -0.53
H: -0.30 -1.56 -0.62
H: -3.51 1.21 -1.37
H: -3.96 0.43 -0.07
C: -2.05 -0.86 0.64
C: -2.08 -0.06 -0.69
O: -3.27 -0.83 1.26
H: -1.61 -0.57 -1.45
H: 1.49 -3.24 -0.79
O: -1.23 -1.76 1.01
C: 3.30 -0.48 0.37
N: -3.46 0.23 -0.98
C: -1.29 1.23 -0.28
H: 0.86 3.25 0.20
C: 3.07 -1.76 -0.13
C: 0.69 -1.15 -0.64
H: -1.71 1.81 0.53
H: -1.45 1.84 -1.20
H: -3.05 -1.02 2.16
C: 0.16 1.16 0.16
C: 0.99 2.21 0.45
C: 0.97 0.07 -0.04
H: 4.27 -0.10 0.59
N: 2.25 1.75 0.49

Computed properties:
Max |F|   5.8 eV/A
HOMO level   -7.568 eV
Total charge   0
Energy above the lowest of the compared OMol25 structures with the same formula, charge and spin   341.3 kJ/mol
HOMO-LUMO gap   8.2 eV
SMILES string   N[C@@H](Cc1c[nH]c2ccccc12)C(=O)O

Atom charges from the natural (NBO) analysis, given in e for atoms 1 to 8: 0.12, 0.41, 0.21, -0.21, 0.23, 0.35, 0.38, 0.78